[1]
C11H15N2 | the ωB97M-V functional and the def2-TZVPD basis

Each line ends with the natural charge from an NBO analysis.
Geometry (Å):
C1 2.46 2.20 2.27  -0.168
C2 2.89 1.87 1.01  -0.191
C3 1.32 1.64 2.86  -0.193
C4 2.20 0.90 0.30  -0.209
C5 0.66 0.59 2.20  -0.194
C6 1.22 0.13 1.01  -0.123
C7 -1.46 -2.35 -1.84  -0.272
C8 -1.96 -2.56 -0.44  -0.236
C9 -0.53 0.74 -1.34  -0.236
C10 -1.53 0.99 -0.24  -0.210
C11 0.48 -0.97 0.29  -0.164
N1 -1.79 -1.24 -0.96  -0.270
N2 -0.89 -0.31 -0.51  -0.063
H1 3.04 2.93 2.86  0.235
H2 3.76 2.42 0.63  0.242
H3 1.02 2.11 3.75  0.236
H4 2.60 0.49 -0.57  0.221
H5 -0.17 -0.06 2.79  0.237
H6 -0.43 -2.61 -2.12  0.215
H7 -2.00 -2.55 -2.80  0.240
H8 -3.01 -2.64 -0.34  0.237
H9 -1.29 -2.91 0.35  0.214
H10 -0.87 0.87 -2.35  0.257
H11 0.50 1.00 -1.07  0.248
H12 -1.53 1.54 0.65  0.253
H13 -2.45 1.04 -0.77  0.245
H14 1.03 -1.40 -0.59  0.235
H15 0.02 -1.67 0.91  0.217

**Total charge**: +1
**SMILES**: c1ccc(C[N+]2(N3CC3)CC2)cc1
**Orbital gap**: 0.3622 Eh
**Highest occupied orbital energy**: -12.93 eV

***

[2]
C19H9Cl5F3FeO5 | the ωB97M-V functional and the def2-TZVPD basis

Each line ends with the natural charge from an NBO analysis.
Geometry (Å):
Fe1 -0.24 0.63 2.07  1.116
O1 -4.22 1.28 2.86  -0.630
C1 -3.02 0.84 2.56  0.816
O2 -2.06 1.57 2.39  -0.613
C2 -2.95 -0.66 2.39  -0.185
O3 -1.62 -1.10 2.23  -0.511
C3 -1.10 -1.82 3.37  -0.197
C4 -0.61 -0.85 4.45  0.743
O4 -0.71 -1.14 5.62  -0.605
O5 -0.08 0.22 3.95  -0.768
H1 -4.19 2.25 2.92  0.516
H2 -3.50 -0.89 1.48  0.244
H3 -3.45 -1.14 3.23  0.234
H4 -0.25 -2.40 3.00  0.235
H5 -1.86 -2.49 3.76  0.203
Cl1 1.20 2.62 2.51  0.118
C5 2.29 1.28 2.25  -0.079
C6 1.62 0.15 1.86  -0.167
C7 2.37 -0.96 1.54  0.008
Cl2 1.55 -2.39 1.01  0.026
C8 3.76 -0.94 1.65  -0.106
Cl3 4.68 -2.33 1.27  0.066
C9 4.41 0.23 2.07  -0.081
Cl4 6.12 0.27 2.21  0.068
C10 3.66 1.37 2.37  -0.084
Cl5 4.41 2.84 2.86  0.072
F1 -0.69 -1.28 -7.09  -0.325
C11 -0.42 -0.01 -6.73  0.975
F2 0.78 0.29 -7.26  -0.324
F3 -1.33 0.77 -7.33  -0.323
C12 -0.42 0.15 -5.24  -0.163
C13 -1.28 1.04 -4.61  -0.171
C14 -1.25 1.16 -3.23  -0.214
C15 -0.37 0.40 -2.47  -0.041
C16 0.49 -0.49 -3.11  -0.209
C17 0.46 -0.62 -4.49  -0.166
C18 -0.33 0.52 -1.04  -0.019
C19 -0.27 0.56 0.17  -0.363
H6 -1.96 1.63 -5.20  0.231
H7 -1.91 1.86 -2.74  0.220
H8 1.18 -1.09 -2.52  0.227
H9 1.13 -1.32 -4.98  0.228

**Orbital gap (alpha / beta)**: 0.2861 / 0.2910 Eh
**Expectation value of S²**: 1.056
**Spin multiplicity**: 2
**Highest occupied orbital energy (alpha / beta)**: -8.83 / -8.82 eV

***

[3]
C2H6N6 | the ωB97M-V functional and the def2-TZVPD basis

Each line ends with the natural charge from an NBO analysis.
Geometry (Å):
C1 1.22 1.33 0.31  -0.399
C2 -0.54 -0.86 -0.29  0.494
H1 1.49 0.13 0.36  0.177
H2 1.88 2.05 1.01  0.234
H3 1.62 1.56 -0.56  0.189
H4 -0.96 1.52 1.30  0.371
H5 -0.32 -2.51 0.67  0.432
H6 1.30 -1.47 1.00  0.417
N1 -0.43 1.42 0.27  -0.416
N2 -0.85 0.45 -0.39  -0.106
N3 -1.80 0.40 -1.45  -0.076
N4 -1.74 -0.81 -1.92  -0.042
N5 -1.16 -1.62 -1.10  -0.353
N6 0.29 -1.59 0.78  -0.922

**SMILES**: CNn1nnnc1N
**Orbital gap**: 0.3606 Eh
**Highest occupied orbital energy**: -9.30 eV

***

[4]
C7H11NO2S | the ωB97M-V functional and the def2-TZVPD basis

Each line ends with the natural charge from an NBO analysis.
Geometry (Å):
C1 0.27 0.14 0.19  0.076
C2 0.29 1.12 1.37  0.513
C3 0.85 -0.83 2.17  0.350
C4 -1.82 -0.05 -1.10  -0.605
C5 0.16 1.71 -1.66  -0.602
C6 0.89 -2.31 0.23  -0.417
C7 -0.26 0.36 -1.16  -0.262
N1 0.68 -1.01 0.85  -0.383
O1 0.58 0.44 2.51  -0.424
O2 -0.23 2.36 1.31  -0.678
S1 1.55 -1.92 3.19  -0.266
H1 -1.99 -0.62 -2.03  0.216
H2 -2.29 0.86 -1.13  0.210
H3 -2.21 -0.57 -0.19  0.223
H4 -0.37 1.83 -2.67  0.217
H5 1.33 1.77 -1.63  0.228
H6 -0.22 2.32 -0.88  0.224
H7 1.28 -2.31 -0.72  0.206
H8 1.75 -2.91 0.83  0.262
H9 -0.02 -2.74 0.12  0.204
H10 0.36 -0.31 -1.71  0.205
H11 -0.58 2.68 2.12  0.502

**SMILES**: CC(C)c1c(O)oc(=S)n1C
**Orbital gap**: 0.2770 Eh
**Highest occupied orbital energy**: -7.11 eV

***

[5]
C3F10N | the ωB97M-V functional and the def2-TZVPD basis

Each line ends with the natural charge from an NBO analysis.
Geometry (Å):
C1 -1.12 1.00 0.41  1.114
C2 -0.36 -1.37 0.07  1.058
C3 1.29 0.50 -0.85  1.140
N1 0.11 0.04 0.15  -0.089
F1 -1.99 0.22 0.96  -0.238
F2 -0.72 1.93 1.21  -0.236
F3 -1.46 1.47 -0.76  -0.236
F4 -1.51 -1.52 -0.58  -0.258
F5 0.43 -2.07 -0.61  -0.233
F6 -0.54 -1.65 1.34  -0.245
F7 1.00 0.15 -2.09  -0.244
F8 1.39 1.73 -0.72  -0.215
F9 2.24 -0.32 -0.44  -0.249
F10 1.22 -0.10 1.92  -0.069

**Total charge**: +1
**Orbital gap (alpha / beta)**: 0.3169 / 0.3185 Eh
**Highest occupied orbital energy (alpha / beta)**: -19.93 / -19.98 eV

***

[6]
C3H5NO2 | the ωB97M-V functional and the def2-TZVPD basis

Each line ends with the natural charge from an NBO analysis.
Geometry (Å):
C1 1.12 1.09 0.24  -0.209
C2 -0.28 -0.99 0.27  -0.246
C3 -1.32 -0.13 -0.61  0.422
H1 0.38 1.12 1.14  0.226
H2 1.47 2.12 -0.22  0.209
H3 -0.40 -0.72 1.40  0.189
H4 -0.39 -2.10 0.49  0.244
H5 -0.82 -0.04 -1.57  0.132
N1 1.53 0.22 -0.62  -0.092
O1 1.01 -1.03 -0.34  -0.380
O2 -2.29 0.47 -0.17  -0.494

**SMILES**: C=NOCC=O
**Orbital gap**: 0.3771 Eh
**Highest occupied orbital energy**: -9.98 eV

***

Calculated relative energy (zero: lowest compared OMol25 entry of this formula, charge and spin) in order - 111.30; 0.00; 110.62; 48.40; 83.10; 114.13 kcal/mol